(1)
The following is a quantum chemistry calculation of a single C6H9Cl molecule at a distorted geometry, from the OMol25 dataset.

The geometry in ORCA input format:
```
! RIJCOSX wB97M-V def2-TZVPD def2/J DEFGRID3
* xyz 0 1
C 1.884 -0.168 2.763
C 0.924 -0.186 2.049
C -0.437 -0.497 0.786
Cl -1.826 0.318 1.390
C 0.025 -0.200 -0.627
C 0.339 1.269 -0.803
C -1.060 -0.712 -1.490
H 2.635 -0.207 3.482
H -0.645 -1.483 0.965
H 1.050 -0.839 -0.816
H 0.767 1.577 -1.860
H 1.214 1.577 -0.067
H -0.437 1.944 -0.502
H -1.980 -0.047 -1.176
H -1.113 -0.537 -2.622
H -1.340 -1.807 -1.471
*
```

Its energy above the lowest of the compared OMol25 structures with the same formula, charge and spin is 3.2648 eV. The calculation puts the orbital gap at 11.125 eV. As for the SMILES: C#C[C@@H](Cl)C(C)C.

***

(2)
The following is a quantum chemistry calculation of a molecular structure, C3H8N2O3S at a distorted geometry, from the OMol25 dataset.

The geometry in ORCA input format:
```
! RIJCOSX wB97M-V def2-TZVPD def2/J DEFGRID3
* xyz 0 1
C 0.677 -0.424 -0.606
C 0.509 -0.928 1.718
C -0.624 1.044 0.708
N 0.204 0.156 -3.952
N 0.139 -0.130 0.553
O 1.585 -1.067 -1.012
O -1.805 -0.362 -2.291
O -0.639 1.909 -2.258
S -0.594 0.466 -2.306
H 1.038 -0.348 2.470
H -0.519 -1.268 2.156
H 1.132 -1.751 1.391
H -1.493 0.814 1.380
H -0.166 1.909 1.187
H -1.096 1.224 -0.220
H 0.488 -0.819 -4.007
H 1.096 0.635 -3.994
*
```

Its energy above the lowest of the compared OMol25 structures with the same formula, charge and spin is 2.5644 eV. The calculation puts the orbital gap at 9.440 eV.

***

(3)
The following is a quantum chemistry calculation of a single C12H12F2N4O2 molecule at a distorted geometry, from the OMol25 dataset.

The geometry in ORCA input format:
```
! RIJCOSX wB97M-V def2-TZVPD def2/J DEFGRID3
* xyz 0 1
O 0.451 -2.907 0.899
C -0.694 -2.530 0.819
C -1.798 -3.410 0.186
N -2.570 -2.685 -0.781
C -2.661 -2.854 -2.111
N -3.460 -1.951 -2.629
C -3.845 -1.225 -1.567
N -3.329 -1.636 -0.430
N -1.171 -1.369 1.294
C -0.301 -0.326 1.786
C 0.015 0.723 0.745
C -0.938 1.137 -0.174
C -0.622 2.101 -1.118
C 0.636 2.668 -1.145
C 1.586 2.259 -0.218
O 2.827 2.899 -0.326
C 3.809 2.641 0.539
F 3.467 2.893 1.830
F 4.213 1.346 0.531
C 1.286 1.288 0.720
H -2.456 -3.762 0.988
H -1.326 -4.265 -0.300
H -2.151 -3.622 -2.653
H -4.511 -0.390 -1.633
H -2.133 -1.129 1.074
H -0.780 0.148 2.650
H 0.623 -0.809 2.115
H -1.930 0.712 -0.163
H -1.365 2.413 -1.836
H 0.903 3.420 -1.869
H 4.676 3.271 0.286
H 2.017 0.952 1.438
*
```

The calculation puts the orbital gap at 9.934 eV. As for the SMILES: O=C(Cn1cncn1)NCc1cccc(OC(F)F)c1.

***

(4)
The following is a quantum chemistry calculation of a molecular structure, C50H46N8O4P2S2Ti, from the OMol25 dataset.

The geometry in ORCA input format:
```
! RIJCOSX wB97M-V def2-TZVPD def2/J DEFGRID3
* xyz 2 1
Ti -0.554 -0.563 -1.241
O -3.518 1.376 -3.374
C -2.849 0.773 -2.582
N -1.456 0.677 -2.536
C -0.705 1.398 -3.468
O -1.105 2.048 -4.392
C 0.757 1.328 -3.146
C 1.674 1.909 -3.996
C 3.018 1.811 -3.678
C 3.384 1.122 -2.530
C 2.404 0.532 -1.757
N 1.101 0.631 -2.053
C -3.482 0.027 -1.446
C -4.852 -0.128 -1.412
C -5.406 -0.863 -0.378
C -4.557 -1.420 0.567
C -3.195 -1.235 0.444
N -2.653 -0.513 -0.544
H 1.308 2.422 -4.873
H 3.770 2.255 -4.316
H 4.421 1.019 -2.243
H 2.671 -0.045 -0.882
H -5.441 0.326 -2.196
H -6.475 -1.010 -0.315
H -4.940 -2.007 1.389
H -2.518 -1.681 1.158
C 2.340 4.162 6.279
S 2.597 3.750 4.541
C 1.037 4.356 3.836
C 0.801 3.696 2.483
C 0.528 2.210 2.643
N 0.391 1.462 1.372
P 0.835 -0.165 1.229
C 0.087 -1.205 2.520
C 0.111 -0.882 3.881
C -0.464 -1.737 4.805
C -1.038 -2.936 4.392
C -1.032 -3.284 3.051
C -0.474 -2.416 2.119
C 2.582 -0.139 1.742
C 3.372 0.968 1.430
C 4.703 1.012 1.814
C 5.261 -0.058 2.501
C 4.483 -1.163 2.816
C 3.148 -1.203 2.444
P -0.789 1.757 0.187
C -2.259 2.212 1.150
C -2.925 3.431 1.046
C -3.999 3.709 1.882
C -4.404 2.786 2.833
C -3.726 1.580 2.963
C -2.662 1.295 2.126
C -0.334 3.199 -0.801
C 0.981 3.664 -0.822
C 1.345 4.690 -1.677
C 0.406 5.245 -2.538
C -0.895 4.766 -2.547
C -1.267 3.745 -1.685
H 3.225 3.826 6.815
H 1.466 3.647 6.672
H 2.237 5.237 6.413
H 1.085 5.437 3.713
H 0.226 4.127 4.531
H 1.684 3.847 1.859
H -0.038 4.187 1.981
H -0.380 2.070 3.239
H 1.363 1.767 3.188
H 0.590 0.025 4.223
H -0.451 -1.479 5.855
H -1.474 -3.605 5.121
H -1.456 -4.226 2.730
H -0.465 -2.700 1.068
H 2.938 1.811 0.908
H 5.299 1.885 1.590
H 6.298 -0.022 2.805
H 4.910 -1.988 3.369
H 2.541 -2.052 2.736
H -2.605 4.176 0.333
H -4.511 4.657 1.793
H -5.238 3.010 3.484
H -4.022 0.868 3.722
H -2.115 0.367 2.257
H 1.720 3.219 -0.171
H 2.363 5.055 -1.675
H 0.692 6.044 -3.208
H -1.623 5.173 -3.236
H -2.280 3.365 -1.731
N -0.153 -8.024 -4.601
C -0.436 -6.748 -4.253
C -0.374 -6.344 -2.904
C -0.646 -5.044 -2.555
C -0.991 -4.122 -3.547
C -1.059 -4.505 -4.890
C -0.783 -5.802 -5.236
S -1.280 -2.483 -3.148
O -2.244 -1.882 -4.005
O -1.582 -2.417 -1.668
N 0.089 -1.608 -3.139
C 1.119 -2.304 -2.512
N 1.101 -2.115 -1.185
C 1.992 -2.790 -0.451
C 2.914 -3.616 -1.048
C 2.886 -3.689 -2.440
N 1.991 -3.040 -3.175
H -0.026 -8.732 -3.901
H -0.303 -8.336 -5.544
H -0.127 -7.071 -2.141
H -0.619 -4.739 -1.517
H -1.339 -3.781 -5.642
H -0.840 -6.109 -6.272
H 1.957 -2.661 0.622
H 3.634 -4.170 -0.465
H 3.603 -4.292 -2.983
*
```

Its energy above the lowest of the compared OMol25 structures with the same formula, charge and spin is 0.5578 eV. The calculation puts the orbital gap at 6.317 eV.